(1)
{"formula": "C34H84BO20", "method": "ωB97M-V/def2-TZVPD", "symbols": ["O", "C", "O", "B", "O", "C", "O", "O", "C", "O", "C", "O", "O", "C", "C", "C", "O", "H", "H", "H", "H", "H", "H", "H", "H", "C", "C", "C", "O", "H", "H", "H", "H", "H", "H", "H", "H", "C", "C", "C", "O", "H", "H", "H", "H", "H", "H", "H", "H", "C", "C", "C", "O", "H", "H", "H", "H", "H", "H", "H", "H", "C", "C", "C", "O", "H", "H", "H", "H", "H", "H", "H", "H", "C", "C", "C", "O", "H", "H", "H", "H", "H", "H", "H", "H", "C", "C", "C", "O", "H", "H", "H", "H", "H", "H", "H", "H", "C", "C", "C", "O", "H", "H", "H", "H", "H", "H", "H", "H", "C", "C", "O", "H", "H", "H", "H", "H", "H", "C", "C", "O", "H", "H", "H", "H", "H", "H", "C", "O", "H", "H", "H", "H", "C", "O", "H", "H", "H", "H"], "positions_angstrom": [[22.4911, -14.5616, -1.9458], [23.4537, -14.0749, -1.4269], [23.7248, -12.7919, -1.3634], [25.0354, -12.5502, -0.7028], [25.5135, -13.9083, -0.3879], [24.6039, -14.8006, -0.6918], [24.6428, -15.9612, -0.3703], [24.8507, -11.7021, 0.4702], [25.3193, -10.4827, 0.2590], [25.1804, -9.5267, 0.9566], [26.0723, -10.5443, -1.0796], [25.9636, -11.7668, -1.5555], [26.7535, -9.6786, -1.5486], [23.9444, -15.8482, -4.9102], [22.7766, -16.4635, -5.6383], [22.6661, -17.9827, -5.4303], [21.5458, -15.8529, -5.2685], [23.9886, -16.0307, -3.8347], [23.9259, -14.7557, -4.9790], [24.8882, -16.1614, -5.3669], [22.8221, -16.3130, -6.7188], [22.5184, -18.2315, -4.3812], [23.5271, -18.4908, -5.8705], [21.8051, -18.2977, -6.0242], [21.3428, -16.0427, -4.3361], [21.9721, -15.4218, 2.1915], [22.8346, -16.6687, 2.3772], [22.4949, -17.7579, 1.3424], [24.2063, -16.3593, 2.3692], [22.5375, -14.4955, 2.3183], [21.1107, -15.2984, 2.8492], [21.6094, -15.3936, 1.1574], [22.6232, -17.1775, 3.3216], [22.5820, -17.3535, 0.3319], [21.5086, -18.1622, 1.5699], [23.2407, -18.5506, 1.4281], [24.4796, -15.9542, 1.5333], [27.7977, -6.1465, -2.5487], [28.5479, -6.1280, -3.8643], [27.8112, -6.7622, -5.0332], [28.8561, -4.7677, -4.2241], [27.4198, -7.1326, -2.2683], [26.9444, -5.4680, -2.6313], [28.4569, -5.8343, -1.7393], [29.5225, -6.5989, -3.7362], [28.2254, -6.4334, -5.9851], [26.7407, -6.5393, -5.0591], [27.9108, -7.8506, -4.9819], [28.0441, -4.2606, -4.3167], [26.7733, -12.5842, 3.0280], [27.9620, -11.8477, 3.6248], [27.5518, -10.3921, 3.9160], [28.3298, -12.4190, 4.8958], [25.8894, -12.5410, 3.6654], [27.0309, -13.6465, 2.9464], [26.5552, -12.2541, 2.0184], [28.8496, -11.9126, 2.9992], [28.3687, -9.8537, 4.3960], [26.6619, -10.3861, 4.5419], [27.3644, -9.9000, 2.9552], [27.5346, -12.5512, 5.4202], [27.3049, -18.7471, -2.4626], [26.2788, -18.8676, -1.3512], [24.8587, -19.0150, -1.8318], [26.5865, -20.0195, -0.5038], [26.9619, -19.3874, -3.2851], [28.2957, -19.1136, -2.1977], [27.4294, -17.7251, -2.8195], [26.4074, -18.0515, -0.6362], [24.1482, -18.9229, -1.0074], [24.7252, -19.9629, -2.3576], [24.6154, -18.1717, -2.4781], [25.8088, -20.5828, -0.4987], [23.8300, -7.5818, -1.5781], [23.7823, -6.1851, -2.1354], [23.5787, -6.1449, -3.6506], [22.7491, -5.4502, -1.4830], [23.8683, -7.6199, -0.4880], [24.6506, -8.1480, -2.0132], [22.8772, -8.0807, -1.7883], [24.7483, -5.6646, -2.0241], [22.5992, -6.5498, -3.9127], [24.3855, -6.6885, -4.1455], [23.6682, -5.1106, -3.9970], [22.3765, -4.8217, -2.1064], [19.5686, -17.3588, -0.9713], [19.9905, -17.2292, -2.4224], [19.0418, -17.8650, -3.4165], [20.0429, -15.8376, -2.7912], [19.4301, -18.4082, -0.6915], [18.6136, -16.8555, -0.8108], [20.3399, -16.9682, -0.3082], [21.0069, -17.6354, -2.5230], [18.9458, -18.9367, -3.2194], [19.4421, -17.7266, -4.4180], [18.0513, -17.4344, -3.2662], [20.8284, -15.4564, -2.3701], [29.4630, -15.1645, 0.9182], [29.0911, -16.5229, 1.4686], [27.6390, -16.6599, 1.8471], [29.4455, -17.4916, 0.4566], [30.5365, -15.1591, 0.7071], [29.1459, -14.3400, 1.5489], [29.0602, -15.0812, -0.0975], [29.7291, -16.7290, 2.3370], [27.4135, -17.6834, 2.1659], [26.9201, -16.4783, 1.0447], [27.3500, -15.9995, 2.6680], [29.4677, -18.3368, 0.9162], [29.6465, -7.0899, 2.0132], [28.3781, -7.2527, 1.2020], [28.7172, -8.2504, 0.2287], [29.9126, -8.0768, 2.3916], [29.4776, -6.4500, 2.8852], [30.4758, -6.6557, 1.4580], [28.0058, -6.3283, 0.7519], [27.5835, -7.6602, 1.8364], [28.0092, -8.3231, -0.4233], [18.4601, -12.9596, -0.8249], [19.8889, -13.1073, -0.3303], [19.9756, -12.7197, 1.0467], [18.3868, -13.1022, -1.9011], [18.0273, -11.9970, -0.5255], [17.7906, -13.6267, -0.2742], [20.6028, -12.6170, -0.9951], [20.1544, -14.1656, -0.3036], [19.9376, -11.7576, 1.0630], [23.9509, -7.0777, 2.8899], [24.3210, -5.9002, 2.1776], [22.8940, -7.3095, 2.7611], [24.6216, -7.8947, 2.6080], [24.2277, -6.9497, 3.9396], [24.3066, -6.1124, 1.2399], [24.7234, -11.8994, -4.9636], [24.2889, -10.8160, -4.1697], [24.5187, -12.8431, -4.4531], [24.0570, -11.9251, -5.8327], [25.7239, -11.7984, -5.3874], [24.7450, -10.8646, -3.3238]], "mulliken_charge": [-0.614, 0.018, -0.547, 1.558, -0.418, 0.643, -0.211, -0.662, 0.825, -0.613, 0.345, -0.674, -0.591, -0.232, 0.359, -1.186, -0.564, -0.304, -0.230, 0.500, 0.375, 0.090, 0.440, 0.324, 0.301, -0.698, 0.445, -0.871, -0.522, 0.243, 0.399, -0.207, 0.388, -0.184, 0.500, 0.380, -0.018, -0.194, 0.306, -1.125, -0.586, -0.123, 0.111, 0.220, 0.291, 0.394, 0.134, 0.328, 0.328, -0.584, 0.309, -1.088, -0.617, 0.634, 0.012, -0.181, 0.340, 0.353, 0.385, 0.067, 0.346, -1.500, 2.205, -1.523, -0.626, 0.366, 0.407, 0.264, -0.894, 0.229, 0.563, 0.183, 0.333, -0.750, 0.990, -1.563, -0.518, 0.084, 0.049, 0.374, -0.210, 0.461, 0.226, 0.455, 0.325, -1.149, 1.531, -1.580, -0.553, 0.445, 0.314, -0.079, -0.217, 0.395, 0.322, 0.346, 0.445, -1.173, 0.487, -0.551, -0.555, 0.397, 0.122, 0.272, 0.216, 0.431, -0.361, 0.364, 0.327, -1.470, 0.584, -0.526, 0.276, 0.385, 0.365, 0.333, -0.102, 0.168, -1.255, 1.024, -0.539, 0.299, 0.400, 0.310, -0.013, -0.520, 0.307, -0.314, -0.559, 0.248, -0.005, 0.333, 0.309, -0.132, -0.515, -0.216, 0.311, 0.274, 0.270], "charge": -1, "orbital_gap_ev": 10.144}

***

(2)
{"formula": "C6H9N3S", "method": "ωB97M-V/def2-TZVPD", "symbols": ["C", "C", "C", "C", "C", "C", "H", "H", "H", "H", "H", "H", "H", "H", "H", "N", "N", "N", "S"], "positions_angstrom": [[0.6422, 2.1731, 0.6564], [-1.0982, 0.4307, 1.0331], [-0.7375, -0.8351, 0.1923], [-0.2140, -1.9239, 0.8926], [0.4599, -2.9555, -0.0391], [0.3492, -2.5924, -1.3084], [-0.5779, 3.9958, -0.2247], [1.7290, 3.3391, -0.2039], [1.5632, 0.2996, 1.1615], [-1.3921, 2.5415, 0.8163], [-2.2157, 0.5157, 1.4463], [-0.4714, 0.1526, 1.8719], [-0.1807, -1.9770, 1.9531], [1.2264, -3.7079, 0.4742], [0.5655, -3.2435, -2.2735], [0.7538, 3.3659, 0.1866], [1.6186, 1.4451, 1.0735], [-0.7468, 1.8073, 0.4012], [-0.5022, -0.8767, -1.5757]], "nbo_charge": [0.533, -0.262, -0.172, -0.282, -0.285, -0.313, 0.414, 0.433, 0.385, 0.370, 0.213, 0.210, 0.218, 0.248, 0.245, -0.790, -0.821, -0.661, 0.318], "charge": 0, "relative_energy_kcal_mol": 126.3, "orbital_gap_ev": 8.071}

***

(3)
{"formula": "C7H12N4O", "method": "ωB97M-V/def2-TZVPD", "symbols": ["C", "C", "C", "C", "C", "C", "C", "N", "N", "N", "N", "O", "H", "H", "H", "H", "H", "H", "H", "H", "H", "H", "H", "H"], "positions_angstrom": [[0.1954, 0.3123, 0.3045], [2.0530, -1.7884, 0.7157], [-1.5175, 1.7109, -0.8414], [1.9816, -3.2702, 0.3736], [1.9880, -1.2361, 2.1146], [-2.4752, 1.5764, -1.9703], [-1.3799, 3.0018, -0.1145], [-0.0614, -1.3840, -1.0271], [-0.8130, -0.4782, -1.5805], [0.5032, -0.9665, 0.0412], [-0.7014, 0.6365, -0.7250], [0.5235, 1.1514, 1.1123], [1.7692, -3.9896, 1.2337], [1.1939, -3.1704, -0.3174], [2.8759, -3.4757, -0.0687], [1.0704, -1.2865, 2.6379], [2.7491, -1.7768, 2.7756], [2.1966, -0.2580, 2.0744], [-3.2746, 0.8804, -1.8415], [-2.8377, 2.4713, -2.2635], [-1.9274, 1.3059, -2.8586], [-0.5453, 3.0007, 0.6783], [-1.2523, 3.9302, -0.9014], [-2.3142, 3.1026, 0.4480]], "nbo_charge": [0.700, 0.013, 0.501, -0.715, -0.707, -0.694, -0.719, 0.062, -0.158, -0.284, -0.251, -0.580, 0.167, 0.236, 0.219, 0.181, 0.214, 0.216, 0.266, 0.225, 0.272, 0.304, 0.269, 0.261], "charge": 0, "relative_energy_kcal_mol": 170.9, "orbital_gap_ev": [4.044, 3.393]}

***

(4)
{"formula": "C24H57AsGeNPdSi5", "method": "ωB97M-V/def2-TZVPD", "symbols": ["Pd", "C", "Si", "C", "C", "C", "Si", "C", "C", "C", "Si", "C", "C", "C", "C", "C", "C", "C", "N", "H", "H", "H", "H", "H", "H", "H", "H", "H", "H", "H", "H", "H", "H", "H", "H", "H", "H", "H", "H", "H", "H", "H", "H", "H", "H", "H", "H", "C", "Ge", "C", "C", "C", "H", "H", "H", "H", "H", "H", "H", "H", "H", "H", "H", "C", "Si", "C", "C", "As", "Si", "C", "C", "C", "H", "H", "H", "H", "H", "H", "H", "H", "H", "H", "H", "H", "H", "H", "H", "H", "H", "H"], "positions_angstrom": [[0.5256, -1.2657, 0.3873], [4.0053, -0.4463, -2.2815], [2.3326, -0.9498, -1.5148], [1.0772, -1.0239, -2.9224], [2.6590, -2.7855, -1.1769], [1.8643, 0.2675, -0.1420], [2.0855, 0.5744, 1.7164], [1.5603, 2.3334, 2.2002], [1.2386, -0.3876, 3.1098], [3.9100, 0.4807, 2.2561], [1.9420, 1.9700, -0.9435], [1.8566, 2.1418, -2.8340], [3.6264, 2.7381, -0.5271], [0.6403, 3.3444, -0.5692], [0.9954, 4.6997, -0.6045], [0.0320, 5.6785, -0.4411], [-1.2870, 5.2949, -0.2509], [-1.5673, 3.9385, -0.2476], [-0.6431, 2.9946, -0.4048], [4.0308, -0.6975, -3.3472], [4.7889, -1.0345, -1.7929], [4.2768, 0.6017, -2.1812], [1.3890, -1.8239, -3.6038], [0.9652, -0.1185, -3.5051], [0.1016, -1.2970, -2.5196], [3.2272, -3.1199, -2.0537], [1.7429, -3.3762, -1.1177], [3.2592, -3.0018, -0.2892], [0.4729, 2.3988, 2.2955], [1.8924, 3.1655, 1.5913], [1.9848, 2.4743, 3.2005], [0.1811, -0.6029, 2.9657], [1.3457, 0.2451, 4.0006], [1.7402, -1.3352, 3.3208], [4.5977, 0.8124, 1.4764], [4.1982, -0.5302, 2.5396], [4.0646, 1.1159, 3.1343], [2.4120, 1.4163, -3.4211], [2.2735, 3.1341, -3.0433], [0.8189, 2.1500, -3.1716], [4.3926, 2.2615, -1.1419], [3.9120, 2.5958, 0.5124], [3.6680, 3.8069, -0.7453], [2.0272, 4.9870, -0.7508], [0.3057, 6.7269, -0.4607], [-2.0780, 6.0201, -0.1126], [-2.5865, 3.5874, -0.1152], [-2.5272, -2.2113, -1.6879], [-2.7356, -1.0338, -0.1333], [-3.4100, -1.9003, 1.4911], [-4.0850, 0.3264, -0.6359], [-1.0781, -0.0645, 0.1652], [-3.4541, -2.7217, -1.9510], [-1.7494, -2.9536, -1.5025], [-2.2203, -1.5947, -2.5352], [-4.4135, -2.3055, 1.3431], [-2.7459, -2.6889, 1.8316], [-3.4603, -1.1419, 2.2760], [-5.0660, -0.1294, -0.7854], [-3.7930, 0.8242, -1.5622], [-4.1772, 1.0805, 0.1482], [-1.1429, 0.5713, 1.0542], [-0.9366, 0.6309, -0.6572], [-2.5120, -5.2975, -0.0938], [-0.8294, -5.5086, 0.7448], [-1.1955, -6.7075, 2.1594], [0.2453, -6.3998, -0.5319], [0.0056, -3.5307, 1.6065], [1.9263, -4.3316, 2.6369], [1.6734, -4.2740, 4.5112], [2.3990, -6.1242, 2.2447], [3.5300, -3.3807, 2.3093], [-3.0548, -6.2448, -0.0085], [-2.4111, -5.0729, -1.1552], [-3.1234, -4.5242, 0.3605], [-1.5596, -7.6637, 1.7702], [-1.9823, -6.2699, 2.7788], [-0.3375, -6.9011, 2.8078], [-0.0419, -7.4508, -0.6388], [1.3073, -6.3565, -0.2867], [0.1085, -5.9165, -1.5032], [0.7179, -4.7235, 4.7879], [1.6660, -3.2417, 4.8687], [2.4772, -4.8060, 5.0310], [1.5782, -6.8431, 2.2843], [3.1520, -6.4341, 2.9775], [2.8622, -6.1856, 1.2564], [3.3720, -2.3757, 1.9258], [4.1442, -3.9176, 1.5820], [4.1083, -3.3048, 3.2354]], "mulliken_charge": [-0.665, -1.229, 0.884, -0.787, -1.196, 1.962, 0.897, -1.428, -0.684, -1.521, -0.483, -1.573, -1.293, 0.484, -0.724, -0.495, -0.723, -0.242, 0.177, 0.352, 0.351, 0.228, 0.382, 0.335, -0.138, 0.376, 0.149, 0.127, 0.237, 0.402, 0.515, 0.249, 0.430, -0.229, 0.386, 0.401, 0.430, 0.511, 0.319, 0.378, 0.382, 0.310, 0.362, 0.167, 0.422, 0.378, 0.341, -1.176, 0.946, -1.157, -1.377, -0.517, 0.417, 0.080, 0.393, 0.333, 0.211, 0.380, 0.398, 0.350, 0.329, 0.236, -0.263, -1.086, 0.538, -1.249, -1.177, -0.125, 0.813, -1.310, -1.323, -0.905, 0.406, 0.307, 0.225, 0.366, 0.294, 0.331, 0.363, 0.228, 0.336, 0.271, 0.352, 0.388, 0.245, 0.402, 0.311, -0.465, 0.523, 0.444], "charge": -1, "relative_energy_kcal_mol": 36.6, "orbital_gap_ev": 6.411}

***

(5)
{"formula": "C4H4S2", "method": "ωB97M-V/def2-TZVPD", "symbols": ["S", "C", "C", "C", "C", "S", "H", "H", "H", "H"], "positions_angstrom": [[-3.5192, -0.5238, -2.0094], [-2.3977, 0.4901, -1.2405], [-1.1772, 0.2979, -0.4656], [-0.1117, -0.0269, 0.0722], [1.1754, -0.4929, 0.6238], [2.2722, 0.8375, 1.1176], [-2.5428, 1.6504, -1.0172], [1.1302, -1.3267, 1.3696], [1.8062, -1.0287, -0.0321], [3.3646, 0.1231, 1.5817]], "nbo_charge": [0.074, -0.312, -0.090, 0.096, -0.627, -0.012, 0.222, 0.259, 0.256, 0.134], "charge": 0, "smiles": "S=CC#CCS", "relative_energy_kcal_mol": 74.5, "orbital_gap_ev": 7.849}

***

Number 1: electronic energy -78253.69286 eV. Number 2: electronic energy -21667.42143 eV. Number 3: electronic energy -15453.69988 eV. Number 4: electronic energy -187530.77164 eV. Number 5: electronic energy -25879.48998 eV.